Formula: C6H26O10
Source: the Open Molecules 2025 dataset
Level of theory: ωB97M-V with the def2-TZVPD basis set

Positions of all 42 atoms, in Å:
O 2.68 3.00 0.83
C 2.27 2.19 1.96
C 2.70 0.75 1.95
O 4.06 0.72 1.59
H 3.53 2.69 0.55
H 2.59 2.74 2.87
H 1.14 2.11 1.95
H 2.09 0.27 1.20
H 2.53 0.28 2.95
H 4.26 -0.16 1.17
O -0.79 -1.43 1.42
C -1.48 -2.70 1.47
C -1.81 -3.13 0.06
O -2.25 -2.02 -0.72
H -1.42 -0.76 1.07
H -0.84 -3.41 2.08
H -2.44 -2.55 2.06
H -2.58 -3.88 0.10
H -0.95 -3.59 -0.37
H -3.23 -2.02 -0.84
O 1.35 1.97 -1.62
C -0.07 1.89 -1.46
C -0.33 0.70 -0.61
O -1.69 0.70 -0.12
H 1.79 2.19 -0.79
H -0.44 2.80 -0.98
H -0.57 1.80 -2.43
H 0.40 0.74 0.18
H -0.17 -0.16 -1.18
H -2.05 -0.13 -0.48
O -4.58 -0.92 -1.38
H -5.28 -0.54 -0.87
H -4.12 -0.12 -1.70
O -3.80 1.72 -1.49
H -3.96 2.65 -1.52
H -3.02 1.65 -0.86
O 3.90 -0.14 -2.30
H 4.57 0.35 -1.79
H 3.20 0.46 -2.47
O 1.86 -2.03 0.31
H 1.99 -2.60 -0.43
H 0.95 -2.08 0.65

## Properties
Relative energy (zero: lowest compared OMol25 entry of this formula, charge and spin) in kJ/mol: 120.4
Structure (SMILES): OCCO.OCCO.OCCO.O.O.O.O
Electronic energy in eV: -27117.5974
Frontier orbital gap in eV: 10.767